{
  "formula": "C28H84O28",
  "method": "wB97M-V/def2-TZVPD",
  "homo_energy_ev": -8.637,
  "de_lowest_ev": 8.564,
  "homo_lumo_gap_ev": 8.77,
  "lumo_ev": 0.1,
  "energy_ha": -3223.4609,
  "elements": ["C", "C", "O", "O", "H", "H", "H", "H", "H", "H", "C", "C", "O", "O", "H", "H", "H", "H", "H", "H", "C", "C", "O", "O", "H", "H", "H", "H", "H", "H", "C", "C", "O", "O", "H", "H", "H", "H", "H", "H", "C", "C", "O", "O", "H", "H", "H", "H", "H", "H", "C", "C", "O", "O", "H", "H", "H", "H", "H", "H", "C", "C", "O", "O", "H", "H", "H", "H", "H", "H", "C", "C", "O", "O", "H", "H", "H", "H", "H", "H", "C", "C", "O", "O", "H", "H", "H", "H", "H", "H", "C", "C", "O", "O", "H", "H", "H", "H", "H", "H", "C", "C", "O", "O", "H", "H", "H", "H", "H", "H", "C", "C", "O", "O", "H", "H", "H", "H", "H", "H", "C", "C", "O", "O", "H", "H", "H", "H", "H", "H", "C", "C", "O", "O", "H", "H", "H", "H", "H", "H"],
  "xyz": [[0.91372, 4.71543, 2.95984], [-0.47393, 5.14321, 3.40349], [-0.88636, 4.52452, 4.61812], [1.91664, 5.44252, 3.71046], [1.07962, 4.86962, 1.89124], [1.10972, 3.65345, 3.13315], [-1.17396, 4.83489, 2.62795], [-0.46916, 6.22637, 3.54929], [-0.31272, 4.81294, 5.33601], [2.18240, 4.91271, 4.46482], [-1.74749, -2.58568, 2.84593], [-0.82026, -2.43193, 4.03431], [-1.40165, -2.08750, 5.28631], [-1.95973, -3.98345, 2.60700], [-1.24377, -2.22311, 1.94062], [-2.63569, -1.94976, 2.89614], [-0.15373, -1.59133, 3.82188], [-0.09883, -3.25565, 4.03299], [-1.83618, -2.88186, 5.62290], [-2.89998, -4.18580, 2.65119], [-0.17284, -0.44940, 0.11815], [-0.21912, 0.78408, 0.99228], [-0.89899, 1.96464, 0.57627], [-1.44747, -0.92010, -0.28142], [0.46162, -1.19203, 0.61649], [0.45097, -0.32608, -0.77755], [0.76073, 1.11201, 1.36011], [-0.65239, 0.44028, 1.94475], [-0.20767, 2.39465, 0.04822], [-2.08602, -0.36855, 0.19237], [2.44235, -0.36935, 4.54935], [2.61736, -1.49605, 5.58654], [1.44311, -1.79600, 6.29937], [2.03138, -0.87944, 3.28810], [3.40333, 0.17028, 4.47829], [1.75972, 0.39557, 4.92166], [3.37364, -1.22826, 6.31770], [2.94573, -2.32981, 4.95447], [0.61769, -1.94309, 5.80943], [2.83076, -1.25322, 2.88634], [-1.57646, -1.97483, -3.31891], [-2.62042, -1.54133, -4.31013], [-2.50478, -2.41572, -5.46515], [-0.29859, -1.54142, -3.79044], [-1.49870, -3.06302, -3.28777], [-1.76885, -1.62823, -2.30471], [-2.63709, -0.45686, -4.44517], [-3.62511, -1.79380, -3.94639], [-3.15221, -2.06182, -6.08727], [0.35737, -2.24257, -3.84664], [-0.74820, -5.76400, -1.44203], [-1.07767, -4.73229, -0.37319], [-2.02083, -3.75913, -0.69502], [-0.94434, -7.10583, -0.98096], [0.26552, -5.74093, -1.87154], [-1.32550, -5.52466, -2.35200], [-0.11079, -4.33126, -0.04896], [-1.38023, -5.29246, 0.51638], [-1.81838, -2.87512, -0.34961], [-0.27551, -7.64668, -1.39753], [-3.13182, 2.83995, 3.16548], [-4.17854, 3.95146, 3.07076], [-3.81482, 4.81366, 2.00399], [-3.38243, 2.02403, 1.99669], [-3.20596, 2.20412, 4.05390], [-2.07458, 3.09009, 3.16129], [-4.13868, 4.49695, 4.02152], [-5.14238, 3.45788, 2.97282], [-4.64457, 5.10788, 1.61468], [-2.63618, 2.09232, 1.38212], [-3.35960, 3.82341, -1.12407], [-3.25553, 5.23800, -1.64553], [-2.35735, 5.29246, -2.77983], [-3.89004, 2.94923, -2.10460], [-3.96935, 3.67482, -0.23743], [-2.33987, 3.50239, -0.87092], [-2.81786, 5.94548, -0.92079], [-4.24212, 5.68835, -1.81397], [-2.70633, 5.99448, -3.33833], [-3.34676, 2.86681, -2.89674], [-0.42803, 2.56111, -4.17139], [-1.16402, 1.22433, -3.93119], [-2.46295, 1.21976, -4.57056], [-0.33490, 3.34275, -2.99719], [-0.96127, 3.09033, -4.97448], [0.51516, 2.37200, -4.70309], [-1.13080, 0.91500, -2.88782], [-0.63761, 0.39914, -4.44336], [-2.30168, 1.37407, -5.50334], [-0.98914, 4.05847, -3.05036], [-5.34277, 0.33353, 0.12842], [-6.31475, -0.62237, -0.51561], [-5.61908, -1.86857, -0.81044], [-4.75200, -0.25403, 1.25979], [-5.80109, 1.31466, 0.32127], [-4.63949, 0.59468, -0.68151], [-6.77946, -0.19257, -1.39928], [-7.09328, -0.96128, 0.17951], [-4.96029, -1.89211, -0.09873], [-4.17740, 0.43356, 1.66145], [2.93234, -0.81100, -3.12344], [3.27783, -2.24874, -3.52131], [2.27692, -2.76787, -4.38648], [4.09818, -0.00021, -2.99651], [2.49632, -0.78016, -2.12435], [2.19282, -0.37654, -3.79987], [3.46436, -2.88232, -2.64973], [4.21696, -2.23064, -4.08782], [2.66672, -3.32470, -5.06056], [4.58463, -0.04045, -3.82847], [2.82566, 2.50069, -1.71191], [3.53736, 3.80085, -1.44077], [3.07202, 4.82009, -2.35743], [1.48491, 2.37849, -1.35182], [3.45000, 1.76651, -1.19905], [2.93146, 2.26907, -2.77354], [4.62139, 3.74652, -1.53568], [3.25958, 4.17992, -0.44755], [3.74887, 5.48856, -2.47406], [0.90541, 2.92685, -1.93639], [2.78002, -3.50337, 1.18767], [3.60201, -4.64510, 0.69686], [4.91828, -4.17195, 0.43300], [2.41594, -2.60258, 0.12045], [3.32092, -2.89809, 1.92564], [1.82196, -3.78195, 1.62706], [3.10220, -5.03877, -0.20130], [3.61064, -5.50452, 1.37585], [5.51404, -4.92347, 0.38161], [3.22899, -2.39102, -0.35800], [6.15251, -2.64155, -0.09196], [5.20428, -1.49851, 0.26559], [4.68101, -1.53811, 1.59713], [6.90586, -2.40052, -1.27839], [5.58208, -3.56813, -0.15961], [6.87908, -2.78320, 0.71631], [4.48775, -1.39223, -0.55537], [5.82837, -0.59122, 0.24429], [4.77795, -0.63211, 1.88723], [7.37016, -1.58250, -1.04792]],
  "lowdin_charge": [-0.22, -0.23, -0.07, -0.08, 0.12, 0.12, 0.10, 0.13, 0.09, 0.07, -0.20, -0.25, -0.05, -0.07, 0.09, 0.13, 0.09, 0.13, 0.10, 0.09, -0.22, -0.22, -0.08, -0.07, 0.10, 0.11, 0.12, 0.12, 0.07, 0.09, -0.23, -0.24, -0.06, -0.09, 0.11, 0.12, 0.12, 0.12, 0.05, 0.05, -0.21, -0.21, -0.08, -0.10, 0.11, 0.09, 0.06, 0.13, 0.07, 0.05, -0.23, -0.26, -0.05, -0.07, 0.11, 0.12, 0.11, 0.10, 0.05, 0.07, -0.18, -0.22, -0.07, -0.11, 0.13, 0.09, 0.12, 0.12, 0.09, 0.05, -0.23, -0.20, -0.08, -0.05, 0.10, 0.11, 0.12, 0.12, 0.10, 0.06, -0.20, -0.18, -0.10, -0.08, 0.12, 0.12, 0.13, 0.10, 0.10, 0.06, -0.28, -0.22, -0.08, -0.08, 0.12, 0.12, 0.12, 0.11, 0.06, 0.05, -0.22, -0.20, -0.06, -0.08, 0.10, 0.12, 0.11, 0.12, 0.09, 0.09, -0.27, -0.22, -0.08, -0.07, 0.11, 0.12, 0.12, 0.11, 0.07, 0.05, -0.21, -0.15, -0.01, -0.07, 0.09, 0.13, 0.13, 0.13, 0.16, 0.03, -0.27, -0.19, -0.08, -0.06, -0.12, 0.13, 0.10, 0.13, 0.09, 0.07]
}